Below is C45H53AsBF6N6PS4Ti as an isolated structure, with properties calculated with ωB97M-V/def2-TZVPD.

Last column: Mulliken spin population.
CARTESIAN COORDINATES (ANGSTROEM)
Ti 1.593 -1.699 0.568  1.84
C 4.239 1.485 -3.062  0.00
C 3.055 1.918 -2.259  -0.01
C 2.424 3.109 -2.452  0.01
C 1.311 3.471 -1.655  0.01
N 0.867 2.665 -0.731  -0.01
N 1.453 1.477 -0.576  0.01
B 0.714 0.612 0.471  -0.18
N 0.975 1.222 1.878  -0.01
N 0.177 2.272 2.153  0.02
C 0.402 2.967 3.228  0.00
C 1.478 2.643 4.097  0.00
C 2.285 1.588 3.831  0.01
C 3.426 1.196 4.712  0.00
C 2.003 0.833 2.645  0.04
S 2.978 -0.503 2.235  -0.01
C -0.506 4.147 3.528  0.00
C 0.334 5.431 3.536  0.00
C -1.611 4.258 2.482  0.00
C -1.137 3.953 4.915  0.00
N -0.742 0.343 0.183  0.06
N -1.495 0.227 1.316  0.00
C -2.767 0.034 1.215  0.01
C -3.410 -0.033 -0.059  0.01
C -2.686 0.059 -1.195  -0.01
C -3.315 -0.030 -2.546  0.00
C -1.253 0.222 -1.084  0.14
S -0.301 0.247 -2.448  0.08
C -3.578 -0.107 2.490  0.00
C -4.330 -1.444 2.466  0.00
C -2.665 -0.059 3.710  0.00
C -4.598 1.040 2.551  0.01
C 2.508 1.048 -1.275  -0.03
S 3.115 -0.530 -1.056  -0.04
C 0.575 4.796 -1.777  0.00
C 0.979 5.554 -3.039  0.00
C -0.931 4.517 -1.810  0.00
C 0.923 5.633 -0.542  0.00
H 4.544 2.266 -3.753  0.00
H 4.005 0.578 -3.622  0.00
H 5.075 1.239 -2.407  0.00
H 2.779 3.782 -3.218  0.00
H 1.651 3.239 4.981  0.00
H 3.485 1.855 5.575  0.00
H 4.367 1.244 4.162  0.00
H 3.311 0.167 5.053  0.00
H 0.848 5.575 2.586  0.00
H 1.080 5.425 4.330  0.00
H -0.316 6.288 3.703  0.00
H -1.214 4.516 1.503  0.00
H -2.315 5.031 2.784  0.00
H -2.145 3.316 2.378  0.00
H -0.385 3.858 5.697  0.00
H -1.771 3.069 4.943  0.00
H -1.753 4.819 5.155  0.00
H -4.479 -0.176 -0.113  0.00
H -4.377 -0.244 -2.452  0.00
H -2.837 -0.806 -3.145  0.00
H -3.184 0.909 -3.085  0.00
H -3.638 -2.284 2.461  0.00
H -4.986 -1.530 1.600  0.00
H -4.955 -1.524 3.355  0.00
H -1.968 -0.896 3.714  0.00
H -3.271 -0.108 4.614  0.00
H -2.081 0.859 3.725  0.00
H -5.339 0.966 1.755  0.00
H -4.114 2.012 2.472  0.00
H -5.132 1.003 3.500  0.00
H 0.774 4.977 -3.941  0.00
H 2.034 5.832 -3.031  0.00
H 0.403 6.476 -3.100  0.00
H -1.197 3.916 -2.680  0.00
H -1.475 5.459 -1.864  0.00
H -1.247 3.981 -0.916  0.00
H 1.978 5.911 -0.539  0.00
H 0.714 5.068 0.364  0.00
H 0.330 6.547 -0.529  0.00
S 3.504 -3.384 0.075  0.62
C 2.661 -4.808 -0.348  -0.01
C 3.230 -6.054 -0.002  0.12
C 2.515 -7.213 -0.204  -0.05
C 1.248 -7.154 -0.782  0.16
C 0.699 -5.938 -1.183  -0.06
C 1.393 -4.764 -0.982  0.16
As 0.792 -3.006 -1.595  -0.04
C 1.751 -2.999 -3.297  0.03
C 2.016 -1.812 -3.975  0.00
C 2.667 -1.834 -5.199  0.00
C 3.074 -3.037 -5.755  0.00
C 2.820 -4.222 -5.084  0.00
C 2.163 -4.204 -3.862  -0.01
C -1.034 -3.390 -2.130  0.00
C -1.343 -3.707 -3.450  0.00
C -2.655 -3.988 -3.806  0.00
C -3.661 -3.950 -2.852  0.00
C -3.358 -3.617 -1.540  0.00
C -2.049 -3.333 -1.177  0.01
H 4.205 -6.075 0.463  0.00
H 2.931 -8.164 0.093  0.00
H 0.690 -8.067 -0.937  0.00
H -0.276 -5.915 -1.657  0.01
H 1.716 -0.867 -3.551  0.00
H 2.856 -0.905 -5.719  0.00
H 3.589 -3.051 -6.706  0.00
H 3.129 -5.166 -5.509  0.00
H 1.967 -5.146 -3.364  0.00
H -0.566 -3.732 -4.203  0.00
H -2.889 -4.235 -4.832  0.00
H -4.680 -4.173 -3.132  0.00
H -4.140 -3.579 -0.793  0.00
H -1.829 -3.072 -0.150  0.01
F 0.159 -1.690 2.022  0.06
P 0.135 -3.302 2.721  0.00
F 1.750 -3.273 2.371  0.02
F 0.200 -4.784 3.219  0.00
F 0.418 -2.651 4.122  0.00
F -0.052 -3.756 1.155  0.01
F -1.430 -3.160 2.872  0.00

Results
HOMO-LUMO gap (spin up / spin down), eV: 7.165 / 5.145
Multiplicity: 4
Energy relative to the best compared isomer or geometry (same formula, charge and spin), kcal/mol: 10.6
Expectation value of S²: 3.7896
Net charge: +1
HOMO level (spin up / spin down), eV: -10.151 / -10.399

=====

Below is C45H53BN4OPt as an isolated structure, with properties calculated with ωB97M-V/def2-TZVPD.

Last column: Löwdin charge in e.
CARTESIAN COORDINATES (ANGSTROEM)
Pt 0.744 0.762 -0.027  0.94
O -1.143 -0.191 -2.193  -0.04
C -2.353 0.299 -1.761  -0.14
C -2.215 1.424 0.480  -0.25
C -3.343 1.514 1.259  0.02
C -3.216 1.505 2.645  0.02
C -1.955 1.421 3.194  0.00
C -0.870 1.261 2.350  -0.08
N -0.993 1.228 1.010  -0.01
H -0.949 0.141 -3.079  0.09
H -2.794 -0.417 -1.066  0.14
H -3.046 0.509 -2.577  0.16
H -4.314 1.598 0.796  0.12
H -4.098 1.584 3.267  0.13
H -1.787 1.438 4.261  0.13
H 0.129 1.150 2.748  0.11
N -2.261 1.579 -0.954  0.08
C -2.313 2.783 -1.502  -0.08
C -1.815 2.987 -2.846  -0.16
C -2.501 3.850 -3.715  0.02
C -2.006 4.087 -4.983  -0.02
C -0.807 3.504 -5.380  -0.02
C -0.096 2.682 -4.512  -0.03
C -0.598 2.413 -3.254  -0.03
C -2.870 3.941 -0.800  -0.18
C -4.197 3.925 -0.357  -0.03
C -4.754 5.073 0.179  -0.03
C -3.986 6.224 0.307  -0.03
C -2.672 6.247 -0.145  -0.03
C -2.123 5.119 -0.727  0.00
H -3.433 4.303 -3.402  0.13
H -2.548 4.732 -5.660  0.12
H -0.416 3.706 -6.369  0.13
H 0.855 2.264 -4.815  0.12
H -0.019 1.814 -2.560  0.09
H -4.817 3.051 -0.512  0.12
H -5.791 5.073 0.486  0.12
H -4.422 7.115 0.739  0.12
H -2.083 7.150 -0.060  0.12
H -1.106 5.139 -1.101  0.13
C 4.881 -0.988 -2.148  -0.04
C 3.501 -0.878 -1.492  -0.35
C 3.281 0.569 -1.071  -0.05
C 2.380 -1.361 -2.392  -0.13
C 2.432 -1.081 -3.753  -0.03
C 1.458 -1.570 -4.608  -0.06
C 0.444 -2.359 -4.099  -0.04
C 0.331 -2.638 -2.737  -0.13
C -0.829 -3.552 -2.358  -0.35
C -1.473 -3.352 -0.989  -0.06
C -0.426 -5.017 -2.548  -0.04
C 1.298 -2.091 -1.885  -0.11
N 1.205 -2.206 -0.459  0.06
B 0.947 -1.196 0.505  -0.56
N 1.047 -1.802 1.783  0.07
C 1.392 -3.148 1.568  -0.04
C 1.493 -3.382 0.246  -0.04
C 1.062 -1.200 3.085  -0.13
C -0.020 -1.372 3.953  -0.14
C 0.041 -0.734 5.194  -0.04
C 1.110 0.063 5.551  -0.05
C 2.170 0.223 4.671  -0.02
C 2.180 -0.421 3.440  -0.13
C 3.401 -0.318 2.541  -0.37
C 4.322 -1.524 2.755  -0.03
C 4.181 0.983 2.714  -0.07
C -1.267 -2.206 3.695  -0.35
C -1.857 -2.163 2.285  -0.05
C -1.058 -3.659 4.135  -0.04
H 5.662 -0.807 -1.410  0.09
H 5.016 -0.263 -2.952  0.08
H 5.029 -1.985 -2.561  0.10
H 3.523 -1.490 -0.589  0.14
H 3.064 1.237 -1.902  0.10
H 4.116 0.968 -0.490  0.10
H 2.494 0.665 -0.243  -0.04
H 3.260 -0.513 -4.158  0.11
H 1.513 -1.369 -5.670  0.11
H -0.297 -2.775 -4.772  0.13
H -1.602 -3.337 -3.102  0.13
H -0.907 -3.850 -0.205  0.06
H -2.474 -3.788 -0.992  0.10
H -1.557 -2.298 -0.720  0.05
H 0.335 -5.308 -1.821  0.07
H -0.025 -5.195 -3.545  0.09
H -1.289 -5.668 -2.405  0.09
H 1.579 -3.816 2.391  0.13
H 1.756 -4.297 -0.256  0.13
H -0.782 -0.868 5.887  0.12
H 1.129 0.549 6.517  0.12
H 3.012 0.834 4.964  0.11
H 3.051 -0.348 1.508  0.08
H 4.648 -1.568 3.796  0.10
H 5.213 -1.440 2.129  0.09
H 3.826 -2.463 2.516  0.07
H 4.693 1.023 3.676  0.08
H 3.538 1.862 2.634  0.09
H 4.954 1.054 1.946  0.08
H -2.022 -1.785 4.366  0.13
H -1.311 -2.813 1.607  0.05
H -1.859 -1.156 1.859  0.05
H -2.890 -2.514 2.318  0.10
H -0.383 -4.181 3.456  0.07
H -2.009 -4.194 4.132  0.09
H -0.643 -3.711 5.142  0.09

Results
HOMO-LUMO gap, eV: 5.859
Net charge: +2
HOMO level, eV: -12.632

=====

Below is C45H53BN8O3S4V as an isolated structure, with properties calculated with ωB97M-V/def2-TZVPD.

Last column: Mulliken spin population.
CARTESIAN COORDINATES (ANGSTROEM)
V -0.110 -1.055 -1.680  1.35
C -0.292 -5.873 0.755  0.00
C -1.428 -4.924 1.253  0.01
C -2.525 -5.791 1.838  0.00
C -0.903 -3.922 2.284  -0.01
N -2.094 -4.232 0.060  0.00
C -2.780 -5.035 -0.930  -0.01
C -2.972 -4.254 -1.988  0.01
N -2.522 -2.953 -1.668  0.01
B -2.755 -1.867 -2.747  -0.01
N -3.262 -0.501 -2.073  -0.01
C -4.572 -0.484 -1.573  0.00
C -4.924 0.805 -1.334  0.00
N -3.796 1.607 -1.597  0.00
C -2.783 0.792 -1.975  0.00
S -1.170 1.179 -2.405  -0.12
C -3.803 3.120 -1.171  0.00
C -2.467 3.860 -1.459  -0.01
C -4.137 3.198 0.312  0.00
C -4.941 3.742 -1.973  0.00
N -1.516 -1.753 -3.668  -0.01
C -1.798 -1.268 -4.927  0.01
C -0.659 -1.252 -5.647  -0.03
N 0.411 -1.621 -4.826  0.01
C -0.113 -1.881 -3.568  -0.02
S 0.505 -3.143 -2.459  -0.05
C 1.822 -1.194 -5.235  0.01
C 2.895 -1.645 -4.235  0.00
C 2.049 -1.634 -6.670  0.00
C 1.776 0.342 -5.310  0.00
C -1.942 -2.976 -0.467  -0.02
S -1.328 -1.470 0.258  -0.15
H 0.153 -6.338 1.649  0.00
H 0.491 -5.278 0.237  0.00
H -0.695 -6.604 0.054  0.00
H -2.115 -6.209 2.784  0.00
H -2.809 -6.623 1.186  0.00
H -3.455 -5.216 2.063  0.00
H -0.493 -4.463 3.172  0.00
H -1.687 -3.248 2.592  0.00
H -0.067 -3.299 1.880  0.00
H -3.206 -6.012 -0.714  0.00
H -3.459 -4.494 -2.892  0.00
H -3.646 -2.245 -3.441  0.00
H -5.203 -1.308 -1.426  0.00
H -5.839 1.256 -0.968  0.00
H -1.698 3.479 -0.751  0.01
H -2.602 4.946 -1.175  0.00
H -2.167 3.774 -2.507  0.00
H -3.392 2.675 0.938  0.00
H -5.151 2.794 0.527  0.00
H -4.190 4.256 0.679  0.00
H -4.855 3.613 -3.075  0.00
H -4.952 4.820 -1.759  0.00
H -5.896 3.291 -1.648  0.00
H -2.812 -1.066 -5.221  0.00
H -0.521 -1.042 -6.691  0.00
H 2.865 -2.752 -4.129  0.00
H 2.720 -1.168 -3.286  0.01
H 3.886 -1.320 -4.586  0.00
H 1.936 -2.728 -6.777  0.00
H 3.055 -1.309 -6.951  0.00
H 1.314 -1.100 -7.312  0.00
H 1.521 0.832 -4.339  0.00
H 1.005 0.634 -6.071  0.00
H 2.755 0.748 -5.648  0.00
O 0.173 0.340 2.738  0.00
C 0.020 1.674 3.262  0.00
C -0.040 2.573 1.859  0.00
O 0.936 3.259 1.554  0.00
O -1.125 2.341 1.263  0.00
C 1.196 1.804 4.191  0.00
C 2.482 2.048 3.683  0.00
C 3.634 1.878 4.464  0.00
C 3.557 1.507 5.791  0.00
C 2.283 1.249 6.297  0.00
C 1.139 1.366 5.535  0.00
C -1.266 1.882 3.988  0.00
C -1.614 3.114 4.591  0.00
C -2.933 3.316 4.991  0.00
C -3.944 2.388 4.737  0.00
C -3.572 1.176 4.195  0.00
C -2.244 0.899 3.883  0.00
H -0.007 0.355 1.767  0.01
H 2.571 2.517 2.688  0.00
H 4.604 2.104 4.045  0.00
H 4.490 1.383 6.354  0.00
H 2.211 0.906 7.336  0.00
H 0.190 1.085 6.015  0.00
H -0.829 3.857 4.808  0.00
H -3.173 4.278 5.452  0.00
H -4.985 2.611 5.039  0.00
H -4.336 0.417 4.007  0.00
H -2.024 -0.075 3.463  0.00
S 5.877 0.337 -0.303  0.00
C 4.138 0.154 0.012  0.00
C 3.251 1.124 -0.441  0.00
C 1.986 0.775 -0.834  0.05
N 1.518 -0.530 -0.761  -0.06
C 2.292 -1.412 -0.028  0.04
C 3.563 -1.094 0.403  0.00
C 6.547 1.708 0.553  0.00
C 6.921 1.517 1.888  0.00
C 7.319 2.628 2.587  0.00
N 7.393 3.833 2.059  0.00
C 7.160 3.987 0.782  0.00
C 6.777 2.919 -0.065  0.00
H 3.554 2.138 -0.559  0.00
H 1.336 1.550 -1.253  0.00
H 1.906 -2.424 0.172  0.00
H 4.134 -1.824 0.979  0.00
H 6.761 0.543 2.359  0.00
H 7.597 2.561 3.648  0.00
H 7.326 4.984 0.354  0.00
H 6.596 3.064 -1.121  0.00

Results
HOMO-LUMO gap (spin up / spin down), eV: 1.815 / 2.383
Multiplicity: 2
Expectation value of S²: 0.8612
Net charge: +2
HOMO level (spin up / spin down), eV: -10.916 / -10.922

=====

Below is a 7-piece molecular cluster, C45H53ClF2I2N8O5P overall, with properties calculated with ωB97M-V/def2-TZVPD.

Last column: Löwdin charge in e.
CARTESIAN COORDINATES (ANGSTROEM)
C -0.765 0.922 -1.410  -0.14
C 0.682 0.779 -0.962  -0.31
C 1.354 -0.536 -1.373  -0.66
I 0.100 -2.269 -1.315  1.04
C 2.714 -0.684 -0.685  -0.29
C 2.948 -1.202 0.755  -0.17
C 2.092 -0.729 1.935  -0.15
C 0.745 -1.391 2.251  -0.70
C 0.630 -1.735 3.748  -0.12
Cl -0.641 -0.307 1.909  0.72
C 3.430 -2.683 0.656  -0.15
N 2.477 -3.752 0.928  0.12
C 2.602 -4.986 0.220  -0.52
O 2.995 -5.986 0.682  0.24
F 2.198 -4.887 -1.035  0.11
C 2.428 -4.060 2.309  -0.52
O 3.181 -3.687 3.130  0.22
F 1.353 -4.770 2.575  0.20
C 4.007 -2.617 -0.751  -0.07
P 5.226 -3.859 -1.362  0.45
O 5.497 -4.876 -0.355  -0.19
O 6.456 -2.911 -1.660  -0.08
O 4.707 -4.362 -2.752  -0.07
N 3.634 -1.586 -1.424  0.01
C 4.063 -1.320 -2.817  -0.66
I 4.214 0.766 -3.245  1.06
C 3.110 -1.979 -3.828  -0.31
C 3.813 -2.155 -5.175  -0.09
H -0.997 1.984 -1.463  0.09
H -1.467 0.437 -0.741  0.04
H -0.856 0.557 -2.430  0.04
H 1.246 1.542 -1.508  0.11
H 0.822 0.992 0.093  0.07
H 1.561 -0.413 -2.431  0.02
H 3.067 0.344 -0.626  0.10
H 3.908 -0.724 0.981  0.14
H 1.959 0.347 1.837  0.10
H 2.722 -0.845 2.815  0.12
H 0.543 -2.303 1.705  0.03
H 0.323 -0.857 4.307  0.08
H -0.182 -2.453 3.863  0.07
H 1.534 -2.191 4.136  0.07
H 4.322 -2.717 1.285  0.17
H 7.265 -3.312 -1.305  0.12
H 4.706 -5.332 -2.798  0.13
H 5.056 -1.720 -2.979  0.06
H 2.236 -1.357 -4.002  0.08
H 2.768 -2.939 -3.451  0.09
H 4.821 -2.545 -5.055  0.08
H 3.229 -2.798 -5.826  0.09
H 3.870 -1.192 -5.677  0.06
N -0.084 1.823 -4.714  0.04
C -0.162 3.114 -5.035  -0.15
C -1.145 3.647 -5.854  -0.07
C -2.100 2.788 -6.373  -0.06
C -2.035 1.440 -6.052  -0.07
C -1.013 1.012 -5.222  -0.17
H 0.606 3.753 -4.614  0.10
H -1.153 4.699 -6.080  0.07
H -2.884 3.162 -7.018  0.11
H -2.760 0.736 -6.436  0.10
H -0.930 -0.034 -4.944  0.10
N -4.567 0.325 3.144  0.05
C -3.933 -0.844 3.235  -0.17
C -4.539 -2.013 3.665  -0.08
C -5.877 -1.967 4.025  -0.08
C -6.551 -0.761 3.937  -0.08
C -5.852 0.351 3.490  -0.16
H -2.887 -0.830 2.948  0.02
H -3.974 -2.934 3.722  0.10
H -6.386 -2.858 4.369  0.10
H -7.594 -0.678 4.203  0.09
H -6.344 1.312 3.402  0.09
N 0.457 6.127 -7.167  0.04
C 1.108 6.182 -8.327  -0.15
C 1.460 7.366 -8.956  -0.07
C 1.115 8.562 -8.348  -0.07
C 0.437 8.525 -7.141  -0.07
C 0.134 7.287 -6.596  -0.15
H 1.356 5.224 -8.772  0.10
H 1.990 7.348 -9.898  0.10
H 1.371 9.508 -8.808  0.11
H 0.147 9.433 -6.633  0.10
H -0.395 7.216 -5.651  0.10
N -1.763 -2.533 6.604  0.05
C -1.129 -3.703 6.662  -0.17
C -0.735 -4.310 7.844  -0.07
C -1.009 -3.664 9.038  -0.08
C -1.666 -2.445 8.998  -0.07
C -2.021 -1.928 7.761  -0.15
H -0.931 -4.176 5.705  0.09
H -0.225 -5.264 7.827  0.10
H -0.717 -4.103 9.983  0.11
H -1.902 -1.906 9.904  0.10
H -2.541 -0.979 7.687  0.11
N -8.833 0.676 1.914  0.06
C -8.854 1.939 1.493  -0.15
C -9.780 2.433 0.587  -0.07
C -10.736 1.566 0.085  -0.08
C -10.728 0.248 0.510  -0.07
C -9.759 -0.144 1.422  -0.15
H -8.087 2.586 1.906  0.10
H -9.750 3.470 0.284  0.10
H -11.477 1.912 -0.624  0.11
H -11.455 -0.464 0.145  0.10
H -9.720 -1.167 1.782  0.10
N 3.906 2.101 3.101  0.06
C 4.231 2.055 4.391  -0.14
C 5.483 1.676 4.855  -0.06
C 6.451 1.326 3.930  -0.07
C 6.131 1.370 2.581  -0.08
C 4.850 1.763 2.225  -0.18
H 3.445 2.335 5.084  0.11
H 5.690 1.659 5.915  0.11
H 7.440 1.027 4.252  0.11
H 6.858 1.110 1.823  0.10
H 4.562 1.819 1.178  0.10

Results
HOMO-LUMO gap, eV: 5.779
Net charge: +1
HOMO level, eV: -10.297

=====

no.,energy (hartree)
1,-7718.63608
2,-2184.52902
3,-4971.40773
4,-4157.29964